No. 1
Density functional theory data (ωB97M-V with the def2-TZVPD basis set) for C26H76N6O9 as an isolated structure.

Values from the calculation:
- Frontier orbital gap: 6.43 eV
- M: 616.93 Da
- Energy relative to the best compared isomer or geometry (same formula, charge and spin): 5139.7 kJ/mol
- E_HOMO: -0.2324 hartree
- LUMO: 0.1 eV
- Calculated total energy: -55505.0443 eV
- Charge: 0

Cartesian coordinates (Å):
O 3.272067 0.401459 0.998430
O 0.032437 0.492839 -2.180890
O -2.440523 0.597969 3.832510
O -0.406003 4.237609 -2.027920
O 1.967927 -4.448651 0.917430
O 1.085897 -0.495971 3.716310
O 1.438057 1.694239 -1.582550
O -1.991573 4.198409 0.890490
O 0.394057 -3.322811 -6.290680
N 0.369177 -1.806891 1.765510
N -4.852273 5.103739 -1.195870
N 5.589957 -1.231371 2.259020
N 1.181317 0.415819 0.417420
N -2.177433 -1.742581 -4.104090
N 0.955177 0.675309 5.220540
C -0.960463 -1.716551 -4.909330
C -0.860983 0.131399 -1.075880
C -3.279173 4.583449 0.530880
C 3.196307 -0.806461 1.873330
C 0.580127 -4.705731 -6.422020
C -1.101783 0.712479 3.720230
C -0.979913 2.025709 5.853960
C 2.943967 0.369379 -0.364210
C -0.558413 0.763399 5.142640
C -3.455013 4.887779 -1.002690
C -2.777243 6.059549 -1.581530
C 2.858577 -5.378771 0.353060
C -1.676373 2.779429 0.835340
C -1.150453 3.025119 -1.906220
C 4.335967 -1.739171 1.680680
C -0.805213 -3.130401 -5.538770
C -3.216423 0.828359 2.640250
C -0.509973 0.520419 -3.474800
C 1.307047 0.124159 2.466370
C 0.161367 -1.513981 -3.957870
C -0.194613 -0.109101 0.313760
C -0.711753 -2.303031 -0.438070
C -1.028493 0.494479 1.504830
C 1.612397 -3.300141 0.150980
C 0.241417 -2.768491 0.709370
C 4.136377 -3.085621 2.334520
H -1.503973 1.004999 -0.968740
H 3.210177 -0.554791 -0.877180
H 1.004657 -2.112471 2.488620
H -0.661893 2.527419 1.144240
H -1.699703 5.895439 -1.590680
H 3.472397 1.061259 -1.020080
H -1.503903 -0.688361 -1.396440
H -0.284773 -3.643701 1.090460
H 2.356927 -2.546381 -0.105190
H -3.033803 6.957899 -1.020060
H 0.621987 0.962519 2.340040
H 0.116377 -0.449081 -3.729740
H 3.388487 -3.512921 1.666560
H -1.133363 1.576269 1.422150
H -0.661093 -0.102821 3.146480
H -1.415353 -0.082191 -3.547310
H -0.857483 1.528199 -3.702220
H 3.256707 -0.335311 2.854380
H -4.084343 3.932179 0.870940
H -2.684493 1.414299 1.890690
H 1.357187 -3.711721 -0.825530
H -0.147943 -1.925391 -1.291070
H 1.417027 -4.945301 -7.078000
H 0.848107 -5.103471 -5.443200
H -1.589273 -1.734381 -0.130350
H -3.397163 5.557269 1.006130
H -0.587843 2.916789 5.363700
H 0.228587 0.237359 -4.224800
H 2.926077 -6.311171 0.913570
H 1.337957 -0.618021 1.668680
H -0.310183 -5.267181 -6.705270
H 0.042457 -2.037791 -3.009400
H -0.812853 -3.852311 -4.722130
H 5.692747 -0.268111 1.973260
H -0.990193 2.381199 -2.770970
H -2.062493 0.150499 1.479960
H -0.502433 -1.604081 2.233770
H -0.525463 0.358339 2.462180
H -5.372453 4.291739 -0.895570
H -3.670903 -0.022801 2.133230
H -1.065633 -0.966201 -5.692910
H -0.878173 2.048639 6.938960
H -2.061883 2.104859 5.748150
H 1.878877 0.445529 -0.583030
H -5.198023 5.703329 -0.460310
H 2.310577 0.539209 2.559950
H -3.050493 4.111939 -1.652710
H 1.249537 1.535779 -0.657570
H 1.415297 0.312389 1.394490
H 0.875477 1.077699 -2.051180
H 6.366427 -1.668781 1.783750
H -2.330503 2.282389 1.551700
H -2.878453 -1.998671 -4.784590
H -1.311323 -3.064141 -0.937410
H 2.213167 -1.262311 1.756110
H 1.671327 -1.250351 3.815280
H -1.963223 2.420359 -0.153030
H 2.422597 -5.650881 -0.608170
H -2.374813 -0.796311 -3.811310
H 3.810807 -3.153111 3.372570
H -0.765373 1.653069 3.284090
H 4.473337 -1.935071 0.617270
H 1.291427 1.574619 4.907040
H -2.191883 3.340549 -1.969690
H -1.727293 -3.296531 -6.095790
H 1.337527 0.014979 4.558820
H -3.110003 6.216589 -2.607540
H 3.908927 -5.091671 0.303800
H -3.845593 1.695589 2.840640
H 1.142057 -1.653281 -4.412780
H 4.891587 -3.851781 2.159160
H -0.833833 -0.151271 5.667640
H -0.728593 4.840779 -1.354320
H -0.869603 2.511709 -0.986640
H -0.101973 -1.186461 0.450910
H 1.717737 -0.293801 -0.060890

Forces on the atoms, in the same order (eV/Å):
2.33 -0.98 1.21
-9.07 -8.22 -2.74
-2.67 -0.66 -1.65
0.34 -0.48 -0.47
-0.03 0.47 1.07
-0.20 -10.03 -10.61
5.39 7.63 0.19
1.53 -0.86 0.27
-1.32 0.49 -0.07
0.25 -4.52 1.44
-1.95 -0.49 -0.08
-0.11 1.18 -0.34
-12.93 -0.51 -0.23
-0.75 -1.01 -0.70
-2.21 7.01 7.46
0.92 -2.03 0.28
-0.81 2.41 -0.25
0.87 1.07 -1.57
3.57 -0.12 -2.02
0.69 -0.68 0.58
0.92 1.06 6.89
-1.73 -0.12 0.02
9.74 -1.07 -5.28
2.77 -0.52 1.10
-0.49 -0.79 0.82
0.99 1.44 0.40
-0.28 -0.52 -0.74
-2.79 4.49 -0.14
1.04 1.22 -0.99
2.26 -0.94 0.57
-0.16 0.86 0.36
-1.21 2.50 1.29
-4.60 8.10 0.53
1.01 3.89 11.86
2.23 -3.82 0.14
-1.11 2.74 -0.20
-0.71 -3.30 -1.01
0.17 -2.69 -7.44
-2.05 -1.33 -0.84
-0.63 -3.58 -0.64
-1.53 -1.11 -1.46
-0.15 -0.55 -0.18
0.92 -1.25 0.13
-0.50 -1.33 -0.03
0.62 3.08 -1.22
-0.50 0.93 -0.08
0.64 0.52 1.04
0.27 0.65 -0.28
0.40 -0.44 0.10
0.46 0.06 0.80
0.19 0.27 0.05
1.03 -0.16 1.10
3.02 -9.27 1.12
-0.40 -0.07 1.13
0.97 -4.49 0.62
-1.34 -1.93 6.13
1.39 1.29 0.17
0.17 -0.09 -0.30
1.13 -1.26 0.17
0.05 -0.43 0.09
-1.51 -2.64 1.61
-0.19 0.10 -0.46
-0.23 0.39 0.57
-0.19 0.35 -0.23
0.14 -0.20 0.29
0.53 -0.02 0.38
-0.34 0.09 0.24
0.40 0.01 0.18
-0.25 5.66 -1.89
-0.69 0.22 0.54
-2.58 -0.08 3.41
-0.20 0.23 -0.46
0.03 -0.72 -0.66
-0.05 0.03 0.30
0.02 0.53 0.08
0.22 1.46 1.10
1.71 -1.34 -0.60
-0.18 -0.22 -0.18
-0.85 0.76 -7.11
-0.09 -0.80 -0.53
-0.34 -0.05 0.67
0.54 0.28 -0.29
0.80 -0.12 -0.17
-0.31 0.15 -0.19
5.86 3.06 -4.53
0.19 1.08 0.01
-2.00 1.82 0.29
-1.83 0.23 0.88
-0.50 1.44 0.11
0.75 2.90 -6.58
3.01 2.28 0.22
0.13 -0.42 0.11
0.53 3.04 -0.78
-0.88 -0.01 0.30
0.67 -1.66 0.22
3.08 -1.92 -0.25
0.60 -0.87 -0.23
-0.09 -0.27 1.34
0.56 -0.06 -0.47
-1.24 -0.76 -0.31
0.06 0.43 0.02
-0.10 0.48 0.10
-0.18 0.08 -0.38
0.29 0.66 0.44
0.72 -1.58 0.13
0.04 -0.40 -0.76
1.22 3.04 4.90
0.05 -0.16 0.03
-0.05 0.71 -0.41
-1.52 -0.75 0.96
0.16 -0.49 -0.02
0.88 0.66 0.31
-0.78 0.08 0.12
0.41 -0.44 0.26
0.48 0.62 -1.69
-0.61 4.64 -1.04
-2.34 -3.27 2.58


No. 2
Density functional theory data (ωB97M-V with the def2-TZVPD basis set) for a 10-piece molecular cluster, C26H77N5O11 overall.

Values from the calculation:
- Frontier orbital gap: 9.49 eV
- M: 635.93 Da
- E_HOMO: -0.3243 hartree
- LUMO: 0.7 eV
- Calculated total energy: -58178.5674 eV
- Charge: 0
- SMILES: COC[C@H](C)N.COC[C@H](C)N.COC[C@H](C)N.COC[C@H](C)N.COC[C@H](C)N.OCCO.CO.CO.CO.CO

Cartesian coordinates (Å):
O 0.460872 1.670243 -2.833977
O 2.774112 -3.612952 -2.712136
O -0.883474 3.374227 0.850828
O 3.955583 -2.965335 1.900603
O -3.339335 2.621137 -5.378577
O -2.052975 -3.511415 -0.005305
O 0.517057 2.753445 3.251861
O -1.027720 -1.383559 1.964203
O 1.001606 0.658604 -0.140437
O -4.938909 1.972911 1.442125
O 0.079487 -4.779839 0.990288
N 4.248868 0.142837 0.197136
N 2.328814 -5.898725 0.039103
N 4.171027 2.277578 3.215532
N -2.475485 2.508420 -2.748520
N -3.575665 5.288804 2.329975
C 2.603807 4.226629 2.497007
C 5.819452 -1.695214 0.079201
C -3.140105 1.315538 -3.370556
C 0.684888 1.944963 -4.219201
C 4.390408 -1.257711 0.371446
C -4.465150 4.470740 0.217188
C -4.045341 1.704730 -4.561208
C 2.154239 -4.162621 -1.576363
C -3.924448 2.767544 -6.664900
C -4.422126 4.277728 1.767697
C -4.563621 0.603515 1.569941
C -0.296132 2.073303 4.252341
C 2.583487 -5.615271 -1.427128
C -0.193047 3.836436 -0.247234
C 0.494902 -4.332093 2.206260
C 1.732266 2.012449 3.067223
C -4.002738 2.836002 2.045414
C 1.758662 -6.527251 -2.315828
C 4.058731 -1.530813 1.776269
C -3.880300 0.518975 -2.272200
C 2.117218 -2.428087 -3.203221
C -0.176541 -0.068621 0.189001
C 2.850082 2.998017 3.339119
C -3.237338 -3.702881 0.746689
C 3.931231 -3.495435 3.225134
C 0.161384 -0.978378 1.353242
H -3.692974 1.898072 -7.304032
H -3.314295 5.148807 3.312669
H -4.362699 0.832227 -5.155701
H 1.722484 1.127522 3.668974
H 0.720026 -1.870412 1.040667
H -0.859351 3.794431 -1.128029
H 1.805139 -1.805422 -2.353333
H -4.955116 2.138592 -4.229111
H -3.400688 3.584324 -7.164615
H 0.124604 2.083823 5.270856
H -0.478181 1.864707 -2.651259
H -1.457277 -1.885378 1.240290
H 0.965102 0.959001 -1.094289
H -5.454823 4.345067 2.169457
H 2.911173 3.414601 4.344273
H -3.594852 0.515172 1.191672
H 3.677606 -1.830930 -0.254672
H -4.641943 5.502037 -0.003424
H 4.910275 2.963030 3.086177
H 3.568800 4.616181 2.108103
H -2.397124 3.248413 -3.387166
H -1.268991 2.559640 4.251928
H -4.958369 0.673418 -2.302068
H 6.466328 -0.956200 0.563393
H -5.007424 2.947671 -6.690130
H 1.337704 1.167896 -4.624993
H -5.330729 0.023648 1.098786
H -0.320859 3.160650 1.607802
H -3.539619 4.147406 -0.170303
H -2.330089 0.704434 -3.780422
H 1.215485 -2.640956 -3.695848
H -3.361121 0.746719 -1.338190
H 0.817142 -5.270479 0.534660
H 1.862034 1.710516 2.000688
H -3.799196 -0.533741 -2.394291
H 3.111898 -5.641814 0.650812
H 1.847333 -6.228242 -3.362121
H -0.350197 -3.793248 2.655766
H -3.898470 2.740185 3.159903
H 6.082284 -2.604044 0.621657
H -2.686026 5.329273 1.793370
H 3.937041 -4.594675 3.145162
H -4.353333 0.349655 2.606461
H -3.483556 -2.859765 1.348462
H 2.283999 5.073902 3.047166
H -3.008091 2.674269 1.609302
H 6.015598 -1.797979 -0.984922
H 4.211247 1.619159 2.425431
H -0.602342 -0.574384 -0.664462
H 0.916338 -5.059465 2.976366
H 4.825635 -3.113319 3.773787
H 4.709030 0.503009 -0.668826
H 1.027202 2.974843 -4.403571
H 0.805661 -0.436270 2.029150
H 2.802417 -1.903535 -3.838552
H 2.234592 -6.894309 0.166597
H -2.840733 2.832870 -1.863040
H 4.838402 -1.180505 2.473187
H 3.319542 0.525747 0.233406
H 1.938783 4.182875 1.643032
H 0.666646 3.209587 -0.442106
H 3.144969 -1.046639 2.130746
H -4.128429 -3.991506 0.143397
H -5.271172 3.932458 -0.311306
H -1.032556 0.644038 0.358495
H -1.387399 -4.173342 0.223392
H 1.023060 -4.057523 -1.674644
H 0.690496 -6.429840 -1.977549
H 3.644000 -5.615123 -1.554290
H 3.026266 -3.146484 3.744394
H -0.205015 1.897271 -4.769682
H 0.182717 4.862056 -0.099861
H 2.447733 -3.596209 -0.675667
H 2.010458 -7.576662 -2.121511
H -0.499001 1.000063 3.870320
H 1.257072 -3.538878 2.118304
H -3.070018 -4.490563 1.487486

Forces on the atoms, in the same order (eV/Å):
-0.16 0.02 -0.22
-0.17 0.54 -0.79
-1.38 -0.34 0.87
-0.20 -0.14 0.07
-0.43 -0.01 -0.36
-0.71 0.88 -0.40
-0.66 -1.34 1.06
-0.72 -0.52 -0.05
0.19 0.28 -1.47
-0.22 -0.25 0.61
-0.43 -1.39 -1.46
1.34 2.33 -1.39
0.19 -0.63 -0.48
-0.83 0.29 -0.51
0.09 -1.82 0.34
1.46 0.53 0.04
1.84 0.98 -1.48
0.14 0.23 0.71
-0.14 0.47 0.25
0.80 0.09 0.70
-0.30 -0.70 -1.01
-1.60 -0.14 1.11
0.94 -0.60 0.01
-1.10 0.70 -0.20
0.82 -0.15 -0.59
-1.29 -0.97 -1.21
-0.37 1.60 1.08
-0.56 -1.08 -1.62
-0.90 1.02 1.71
0.63 0.50 -0.75
0.71 1.43 2.45
0.37 1.25 -0.72
0.56 0.51 0.35
-0.66 -0.09 1.10
-0.02 -1.65 2.25
0.47 0.59 -0.64
0.90 -0.35 2.04
-0.43 1.41 -0.42
1.37 -0.78 0.29
-0.01 -1.56 0.02
0.36 1.02 -0.37
-0.11 0.11 -0.79
-0.29 -0.10 0.35
-0.33 -0.15 -0.54
0.41 -0.14 0.19
0.24 -0.47 0.53
0.13 0.26 -0.33
0.35 0.15 0.40
0.39 0.22 -0.04
-1.00 0.75 0.61
-0.21 0.21 0.24
0.16 0.00 -0.51
-0.04 0.22 0.03
-0.14 -0.09 0.61
-0.03 -0.40 1.21
0.44 0.34 -0.15
-0.60 -0.59 0.43
1.58 -0.64 -1.54
0.26 -0.01 0.12
0.18 0.81 -0.14
-0.06 -0.20 -0.03
-0.27 -0.44 -0.06
0.02 1.19 -0.96
0.04 0.21 0.10
0.05 0.64 0.53
0.11 0.24 -0.48
0.19 0.01 0.39
0.27 0.41 0.08
-0.12 -0.52 -0.16
0.28 0.05 0.05
1.30 -0.24 -0.60
-0.04 -0.04 0.00
-1.24 -0.67 -1.06
-0.66 0.07 0.21
0.03 0.31 0.32
-0.43 0.10 0.51
0.41 -1.02 -0.36
-0.30 0.29 -0.57
0.02 -0.27 0.14
0.12 -0.36 0.19
-0.34 -0.45 -0.60
-0.35 -0.31 -0.40
-0.79 -0.11 0.57
0.04 0.51 0.10
-0.80 -0.25 0.53
-0.19 1.13 0.19
-0.74 0.57 0.96
0.06 -0.07 0.07
0.16 0.05 0.00
-0.10 0.55 0.19
0.41 -0.95 -0.55
-0.69 0.26 -1.15
-0.51 -0.49 -0.13
-0.60 -0.54 1.10
0.52 -0.38 0.29
-0.06 0.22 0.51
0.33 0.23 -0.29
-0.06 -0.39 -0.01
-0.40 -0.21 -0.17
0.13 0.07 -0.29
-0.52 -0.36 -0.10
-0.13 -0.59 -0.20
0.32 -0.20 -0.33
-0.33 -0.02 -0.27
0.72 0.26 0.10
0.35 -0.12 0.61
0.84 -0.34 0.91
0.28 -0.12 0.34
1.10 -0.36 0.22
0.81 0.06 -0.49
0.76 -0.40 -0.73
0.14 -0.23 0.08
-1.64 -0.33 -0.73
-0.20 -0.02 -0.18
-0.06 -0.10 -0.12
0.17 0.11 -0.51
0.41 1.46 0.88
0.15 -0.30 -0.09
-0.14 -0.22 -0.11